# C22H47Br6N5O4

A molecular structure, C22H47Br6N5O4 (ωB97M-V/def2-TZVPD, the Open Molecules 2025 dataset).

Last column: Mulliken charge in e.
Atoms and positions in Å:
C1 -17.416 32.782 -9.163  -0.5893
O1 -16.467 33.251 -9.701  -0.5845
N1 -18.145 31.771 -9.700  0.3621
C2 -19.042 31.014 -8.866  -1.0891
C3 -17.847 31.047 -10.946  -1.1327
H1 -17.793 32.967 -8.146  0.8040
H2 -20.028 31.046 -9.329  0.3136
H3 -18.904 31.267 -7.814  -0.0122
H4 -18.853 29.952 -9.022  0.5125
H5 -17.566 30.053 -10.598  0.3760
H6 -18.786 31.113 -11.496  0.3379
H7 -16.967 31.466 -11.434  0.2889
C4 -22.607 34.489 -12.572  0.9106
O2 -22.999 33.431 -13.126  -0.7096
N2 -23.192 35.725 -12.623  0.8371
C5 -22.604 36.831 -11.800  -2.2581
C6 -24.306 36.115 -13.444  -1.1833
H8 -21.698 34.566 -11.956  0.3323
H9 -22.092 36.456 -10.913  1.3001
H10 -23.342 37.631 -11.746  0.5510
H11 -21.804 37.155 -12.466  0.3811
H12 -25.259 36.367 -12.980  0.3352
H13 -24.027 36.979 -14.048  0.3956
H14 -24.440 35.348 -14.206  0.3629
C7 -24.144 34.638 -10.522  -1.2677
O3 -23.978 35.513 -9.692  0.1315
N3 -24.023 33.278 -10.294  0.3299
C8 -24.188 32.318 -11.355  -1.2056
C9 -23.711 32.742 -9.064  -0.6760
H15 -24.459 34.884 -11.548  1.1704
H16 -25.071 31.713 -11.153  0.4096
H17 -23.217 31.853 -11.525  0.3678
H18 -24.391 32.782 -12.320  0.3949
H19 -24.121 31.737 -8.972  0.4958
H20 -22.630 32.637 -8.976  0.3517
H21 -24.272 33.338 -8.344  0.1686
C10 -20.378 33.738 -13.635  -0.5199
O4 -20.350 32.887 -12.707  -0.5507
N4 -20.225 35.091 -13.357  0.7223
C11 -19.906 35.978 -14.456  -0.9902
C12 -20.023 35.508 -12.014  -0.4682
H22 -20.307 33.512 -14.710  0.3494
H23 -20.324 35.755 -15.437  0.3512
H24 -18.829 36.069 -14.596  0.3437
H25 -20.302 36.976 -14.264  0.3208
H26 -20.531 34.854 -11.306  -1.7866
H27 -18.973 35.609 -11.741  0.5851
H28 -20.431 36.512 -11.900  0.2522
C13 -19.962 33.640 -10.203  -0.9728
C14 -21.346 34.260 -10.231  1.4318
C15 -21.743 34.761 -8.816  -0.2498
C16 -20.867 35.699 -8.158  0.4055
N5 -20.079 36.374 -7.681  -0.9729
H29 -19.794 32.751 -9.597  -0.6962
H30 -19.203 34.418 -10.118  -0.2457
H31 -19.812 33.292 -11.226  0.8823
H32 -22.004 33.531 -10.705  0.1330
H33 -21.421 35.027 -11.002  -0.6154
H34 -21.996 33.870 -8.241  1.4211
H35 -22.662 35.348 -8.817  -1.9489
Br1 -17.777 37.182 -8.655  -0.1879
C17 -17.470 35.292 -8.655  0.8361
C18 -17.688 34.955 -7.222  0.6715
Br2 -16.606 33.346 -6.928  -0.1496
H36 -16.437 35.043 -8.900  0.8712
H37 -18.045 34.652 -9.325  -0.9242
H38 -18.743 34.681 -7.210  -2.5168
H39 -17.333 35.633 -6.446  0.6217
Br3 -22.536 34.927 -6.753  -0.2318
C19 -21.169 34.126 -5.580  -0.7854
C20 -19.748 34.125 -6.124  -0.6500
Br4 -19.505 32.604 -7.375  0.3216
H40 -21.366 33.087 -5.319  0.4505
H41 -21.175 34.851 -4.765  0.5183
H42 -19.079 33.922 -5.287  0.8945
H43 -19.444 35.110 -6.477  0.8239
Br5 -24.315 38.526 -6.322  -0.2838
C21 -23.323 36.915 -7.032  -0.6168
C22 -24.042 36.527 -8.360  1.6127
Br6 -23.795 37.794 -9.907  -0.1336
H44 -23.334 36.090 -6.320  0.4537
H45 -22.335 37.200 -7.394  0.3927
H46 -25.121 36.379 -8.304  0.6712
H47 -23.735 35.526 -8.660  -1.3535

## Properties
- Charge: 0
- DFT total energy: -459431.3901 eV